(1)
Below is 9 unconnected molecules or ions with the total composition C33H80F2N8O16S2 in a non-equilibrium geometry, with properties calculated with ωB97M-V/def2-TZVPD.

Positions of all 141 atoms, in Å:
S: -0.4485 1.3964 4.0562
S: 0.9179 0.9263 2.1085
F: 0.4425 0.2284 0.7205
F: -1.7149 0.8902 4.8437
O: 2.0821 0.0720 2.3254
O: 0.5164 1.2039 5.1047
O: -4.4134 3.4127 7.7314
O: -3.8788 -1.4923 3.0169
O: -2.9302 -0.9321 6.3809
O: 1.0980 2.3078 1.6692
O: -0.7712 1.6633 -3.6956
O: 5.3311 -6.1548 -1.0274
O: -1.3631 -1.6818 7.6877
O: 0.2267 -4.2355 2.7894
O: 2.8359 6.0938 1.9199
O: 1.8243 -4.1119 4.1557
O: -0.8458 2.7439 3.7050
O: 3.1469 5.2910 -2.8278
O: -6.3224 3.3421 6.7395
O: 1.1970 5.3981 -1.8938
N: -3.8012 -0.9435 1.8402
N: -0.3752 0.0953 -6.2238
N: -5.1000 3.3774 6.7526
N: 2.7606 -4.5124 -0.9441
N: 2.3652 5.0625 -1.9368
N: 0.8259 -3.6405 3.6694
N: -0.4804 0.4214 2.8556
N: -2.0550 -0.7923 7.2219
C: 1.2027 -4.3449 -0.8659
C: -4.3919 3.3818 5.4752
C: -4.5361 0.3175 1.6037
C: -3.6047 0.1693 -0.7899
C: 3.0330 -3.2358 1.2765
C: 3.3900 -3.3296 -0.1727
C: 4.5676 7.6913 2.5436
C: 1.6395 6.5137 2.5932
C: 4.5766 -6.1339 0.1631
C: -1.6898 0.6245 7.5744
C: -1.1158 -0.7524 -5.1912
C: 5.4313 -7.4229 -1.5856
C: -6.0298 0.0394 1.5803
C: 0.2925 -2.4441 4.3970
C: 3.0936 -5.8768 -0.1332
C: 2.8529 4.2047 -0.7898
C: 0.8742 5.1880 2.6403
C: -4.2314 1.2462 2.8287
C: -4.2167 -2.9565 0.3404
C: 2.6267 -3.4905 -3.3272
C: -1.8562 -2.6616 1.2886
C: 3.2993 -4.5455 -2.4327
C: -0.6236 -0.4395 -7.6712
C: -3.8878 1.0680 0.4125
C: -0.1036 2.2410 -2.5424
C: -2.6584 -1.0136 -0.4174
C: -3.1387 -1.9404 0.7577
C: 1.1710 0.0045 -5.9756
C: -2.1418 -0.2402 -8.1069
C: -0.4382 2.3454 -4.8963
C: 1.9746 0.9530 -6.9133
C: -0.8885 1.5764 -6.1585
C: 3.6542 7.0984 1.4417
H: -6.2825 -0.6109 0.7395
H: -4.5943 0.9188 3.8030
H: -3.3665 0.6951 -1.7140
H: -0.4972 2.0746 -7.0444
H: -3.6350 4.1644 5.4591
H: 1.9697 0.6347 -7.9566
H: -5.1575 -2.5177 0.0109
H: 1.7209 2.0107 -6.9421
H: -3.9104 -3.4721 -0.5747
H: 1.8249 6.9118 3.5907
H: -0.7033 -0.6410 -4.1923
H: -1.5897 -3.4134 0.5477
H: 3.8089 4.6062 -0.4584
H: 0.5919 5.0253 1.6008
H: 4.4628 -3.4754 -0.2988
H: 2.0238 4.0564 -0.1035
H: 2.6663 -6.6840 -0.7291
H: 0.6536 -4.7908 -1.6923
H: -0.0376 -2.8441 5.3552
H: -6.6737 0.9109 1.4767
H: -0.1001 1.5277 -1.7179
H: -0.0892 0.1060 -8.4468
H: 0.9573 2.4586 -2.6779
H: -2.2700 -0.6778 -9.0952
H: -2.3856 0.8184 -8.0524
H: 2.9490 -3.5350 -4.3680
H: 3.4651 -4.0304 1.8833
H: -4.4779 -0.4093 -1.1081
H: -1.6362 0.7239 8.6586
H: 1.0925 -3.2677 -1.0057
H: -0.4702 -2.1237 3.6922
H: 1.5374 -3.4767 -3.3355
H: 4.2979 6.7511 0.6286
H: -0.8478 3.3524 -4.9844
H: -2.1853 -0.6020 -5.3169
H: 4.6832 -7.6197 -2.3551
H: 4.3397 -4.2572 -2.2947
H: 3.2553 -5.5622 -2.8178
H: 1.3428 -1.0602 -6.1306
H: 4.9705 -5.3045 0.7517
H: -0.8598 -1.7497 -5.5529
H: -1.9584 1.4205 -6.2782
H: -5.1190 3.4859 4.6732
H: -0.9813 -2.0779 1.5711
H: 5.0503 6.8738 3.0769
H: -2.2034 -3.0884 2.2301
H: 3.0818 7.7896 0.8143
H: 1.9689 -3.0459 1.4094
H: -1.7033 -0.5152 -0.2364
H: -2.3917 -1.5709 -1.3166
H: 2.4349 -5.7946 0.7303
H: 6.4311 -7.5502 -2.0050
H: 1.4706 0.2525 -4.9579
H: -0.0808 5.2246 3.1667
H: -0.4481 -1.4984 -7.8578
H: 1.1627 -1.8271 4.6125
H: 1.1768 7.1681 1.8523
H: -4.4455 1.9154 0.0167
H: -6.3647 -0.5864 2.4076
H: 2.9738 -2.4936 -3.0506
H: 4.0389 8.4209 3.1555
H: 0.6529 2.3309 -4.9287
H: -2.4760 1.1965 7.0918
H: 5.3712 8.2341 2.0430
H: -0.6155 3.1402 -2.2001
H: 1.4836 4.4671 3.1812
H: -0.6416 0.7851 7.3266
H: 3.5027 -2.3490 1.7058
H: -2.8050 -0.7629 -7.4174
H: 4.6749 -7.0130 0.8013
H: -3.1841 1.5058 2.9718
H: 3.1816 3.2425 -1.1857
H: -4.3046 -3.9009 0.8785
H: 3.0175 0.7713 -6.6518
H: -2.8866 1.3996 0.6921
H: -3.8290 2.4507 5.4118
H: 5.4952 -8.2309 -0.8534
H: 0.8031 -4.4772 0.1381
H: 3.1159 -2.4114 -0.6920
H: -4.6907 2.2324 2.7483

Cartesian forces, eV/Å:
S -2.241 3.441 4.536
S 1.634 -1.729 -4.167
F -0.418 0.029 -0.624
F -1.003 -0.728 -0.676
O -1.471 1.540 0.985
O 0.718 -0.032 -1.372
O 0.614 -0.084 1.099
O 0.428 3.395 -6.217
O 0.079 -0.352 0.581
O -0.508 -2.307 1.649
O 0.258 0.421 0.277
O -0.193 0.199 0.940
O -0.593 0.170 -0.222
O -0.778 0.948 -0.748
O 0.145 -0.773 0.265
O 0.962 0.153 -0.001
O 0.617 -1.104 0.121
O 0.005 0.257 -0.253
O 0.568 -0.060 -0.125
O 0.080 0.172 -0.271
N -0.134 -5.328 5.693
N 1.010 0.893 -0.087
N -1.231 0.237 -0.234
N -0.902 -1.326 0.762
N 0.012 -1.072 0.827
N 0.727 -1.606 1.632
N 2.486 0.460 -1.195
N 1.049 0.282 -0.391
C 1.417 1.709 -0.426
C 0.514 -0.123 -0.959
C 1.010 2.956 1.269
C -1.200 -2.466 -0.069
C 0.167 0.486 0.451
C 0.506 -0.440 -0.856
C -0.320 0.399 -1.436
C 0.135 -1.462 -1.036
C -0.572 1.545 -0.089
C -0.197 -0.573 0.889
C 1.020 -0.796 -1.689
C 1.292 -1.360 -0.594
C -0.727 -1.678 -1.006
C 0.081 -0.880 -0.943
C -0.613 0.741 -0.940
C 0.336 -0.303 -0.624
C -0.714 1.308 0.447
C -0.049 0.389 0.930
C 0.192 -0.469 -1.130
C 0.241 0.432 0.127
C -1.780 0.331 1.312
C -0.390 0.978 1.037
C -2.715 0.650 -0.641
C 0.587 -1.201 -1.501
C -0.352 -0.191 0.277
C 0.278 1.718 -0.449
C 1.629 1.477 -1.501
C -0.778 0.942 -1.020
C 1.191 -0.176 1.234
C 0.347 -1.409 -0.401
C 0.195 -1.578 -0.478
C 0.212 -1.229 0.523
C 1.006 0.834 -0.264
H 0.070 0.196 -0.378
H -0.086 -0.682 -0.249
H 0.701 0.181 0.322
H -0.065 0.062 0.072
H -0.278 0.167 0.173
H -0.342 -0.166 0.007
H -0.162 0.008 0.640
H 0.047 -0.094 0.650
H 0.678 0.736 -0.469
H 0.076 0.425 -0.183
H -0.308 0.555 -0.182
H -0.128 -0.109 0.188
H -0.517 0.504 0.580
H 0.419 -0.957 0.073
H 0.004 0.084 -0.034
H 0.472 0.395 0.316
H 0.089 0.120 -0.306
H 0.332 -0.682 0.322
H -0.500 0.088 -0.158
H 0.517 0.279 0.231
H -0.438 -0.248 -0.176
H 0.595 0.278 0.739
H -0.007 0.143 -0.659
H -0.004 0.288 -0.022
H -0.208 -0.159 -0.638
H 0.131 -0.656 0.049
H -0.616 -0.281 -0.037
H -0.779 0.539 0.099
H -0.724 -0.162 0.048
H -0.174 0.071 -0.191
H -0.076 0.880 0.803
H 0.046 -0.257 0.095
H 0.256 -0.979 0.333
H 0.089 0.122 0.239
H 0.146 0.162 0.416
H -0.114 -0.102 0.080
H 0.027 -0.360 -0.219
H -0.263 0.037 0.232
H 0.478 0.125 -0.209
H 0.032 -0.016 0.070
H -0.353 -0.302 0.334
H 0.014 0.573 0.367
H 0.118 -0.002 0.113
H -0.288 0.597 -0.556
H -0.327 0.091 0.313
H 0.406 -0.793 -0.162
H -0.370 0.823 0.746
H 0.019 -0.466 0.233
H 0.178 -0.361 1.007
H -0.589 -0.575 0.105
H 0.473 0.000 0.294
H -0.105 0.510 -0.580
H -0.796 -0.021 0.211
H 0.062 0.340 0.211
H 0.625 -0.054 1.046
H -0.333 0.435 -0.441
H -0.426 0.664 0.727
H -0.353 0.051 0.779
H 0.269 0.476 0.484
H -0.172 0.046 0.353
H 0.066 -0.342 0.381
H 0.113 0.771 -0.165
H 0.592 0.499 0.246
H 0.038 0.143 0.040
H 0.059 0.108 -0.177
H -0.021 -0.338 -0.675
H -0.293 0.069 -0.893
H 0.081 0.231 -0.344
H -0.070 -0.091 -0.116
H -0.042 -0.276 -0.282
H 0.236 -0.473 -0.359
H -0.429 -0.042 -0.451
H -0.377 0.737 1.294
H 0.058 0.553 0.271
H -0.180 0.393 0.511
H -0.202 -0.103 -0.015
H -0.792 0.080 0.330
H 0.289 -0.827 -0.089
H -0.108 -0.139 -0.166
H -0.359 -0.185 -0.825

As for the total charge: +2. The LUMO energy comes out at -7.703 eV.

These are the Löwdin partial charges, in e, on atoms 1 to 99: S 0.4061; S 0.5809; F -0.2671; F -0.2032; O -0.2925; O -0.2588; O 0.0867; O 0.2049; O 0.0262; O -0.2691; O -0.2111; O -0.1795; O 0.0598; O 0.0188; O -0.2008; O 0.0775; O -0.2822; O 0.0661; O 0.0737; O 0.0465; N 0.1208; N -0.2308; N -0.4592; N -0.1852; N -0.4432; N -0.4366; N -0.2722; N -0.4237; C 0.0149; C 0.0294; C -0.4226; C -0.1663; C -0.0641; C -0.1657; C -0.0561; C -0.2261; C -0.1875; C 0.0506; C 0.0236; C -0.1091; C 0.0150; C 0.0828; C -0.0293; C 0.0517; C -0.0861; C -0.0235; C -0.0047; C -0.0736; C -0.0226; C -0.1084; C -0.1284; C -0.0999; C -0.0505; C -0.1309; C -0.3412; C -0.1252; C -0.0450; C -0.1750; C -0.0491; C -0.0546; C -0.3146; H 0.0791; H 0.0921; H 0.1141; H 0.1342; H 0.1147; H 0.0764; H 0.0839; H 0.0842; H 0.0976; H 0.1212; H 0.0953; H 0.0929; H 0.0964; H 0.0661; H 0.1275; H 0.0725; H 0.1332; H 0.1037; H 0.1123; H 0.1157; H 0.0764; H 0.1169; H 0.0816; H 0.0944; H 0.0675; H 0.0860; H 0.0851; H 0.1045; H 0.1087; H 0.0882; H 0.0630; H 0.0607; H 0.0993; H 0.1488; H 0.1029; H 0.0887; H 0.1185; H 0.1232

---

(2)
Below is a molecular structure, C26H30Cl2O2PPtSeSi, with properties calculated with ωB97M-V/def2-TZVPD.

Positions of all 64 atoms, in Å:
Pt: 1.4000 -0.6302 1.1400
Se: 2.1781 -2.9406 0.7442
Cl: -2.8366 -1.8889 4.1941
Cl: -1.4632 -0.0041 5.9547
P: 0.5936 1.2554 0.2383
Si: 0.3822 -4.2693 0.3919
O: -1.0968 0.8074 3.1096
O: -0.1072 -1.1503 2.5704
C: 2.7427 3.0507 -2.7872
C: -1.8645 -1.0815 -2.2201
C: 2.9266 0.9031 -1.0008
C: -0.7821 -0.3576 3.2932
C: -1.2824 -1.0917 4.5655
C: -1.7893 3.0384 -1.2839
C: -0.1544 4.5916 2.4021
C: -1.9729 0.3616 0.1097
C: -1.2783 -3.5002 0.7585
C: 1.8468 1.7854 -0.9514
C: -0.7809 0.3424 -0.6208
C: -1.1034 5.2924 1.6753
C: 1.7890 2.8928 -1.7964
C: -0.7160 -0.4084 -1.8027
C: 3.0731 -0.1034 0.0956
C: -3.0503 -1.0385 -1.5045
C: -0.2048 2.8224 0.7443
C: 0.5720 -5.8219 1.4426
C: -3.1001 -0.3156 -0.3233
C: -1.5938 4.7605 0.4941
C: 0.3698 -4.8054 -1.4251
C: 0.5389 -0.5860 -2.6133
C: 0.2815 3.3653 1.9324
C: 3.8568 1.0500 -2.0307
C: -1.1651 3.5276 0.0013
C: 3.7554 2.1030 -2.9228
H: -0.4021 -4.2552 -1.9703
H: 0.9964 2.7920 2.5082
H: 4.4850 2.2081 -3.7172
H: 1.5615 -6.2648 1.3115
H: -0.5900 -1.8741 4.8492
H: 3.6194 0.4179 0.8988
H: 0.9949 3.6194 -1.6858
H: -2.1775 3.8885 -1.8468
H: 4.6721 0.3401 -2.1110
H: -2.3371 5.3122 -0.0711
H: -1.4686 6.2500 2.0263
H: 1.2879 -1.1225 -2.0247
H: 0.9762 0.3616 -2.9293
H: -2.6157 2.3542 -1.0846
H: -4.0035 -0.2844 0.2731
H: -0.1794 -6.5721 1.1773
H: 3.7068 -0.9324 -0.2239
H: -3.9189 -1.5805 -1.8581
H: 0.4550 -5.5724 2.4992
H: -1.8105 -1.6675 -3.1308
H: -1.3626 -3.2031 1.8016
H: -2.0719 -4.2168 0.5205
H: 0.2330 4.9832 3.3336
H: -1.4280 -2.6044 0.1519
H: -1.0882 2.4999 -1.9184
H: 1.3287 -4.5882 -1.8974
H: 2.6943 3.8960 -3.4622
H: 0.3242 -1.1756 -3.5050
H: -2.0118 0.9091 1.0446
H: 0.1658 -5.8743 -1.5339

Cartesian forces, eV/Å:
Pt 0.188 0.401 -0.430
Se 0.032 -0.237 0.289
Cl -0.004 0.005 -0.005
Cl 0.001 -0.006 -0.003
P -0.593 -0.531 -0.124
Si 0.011 0.065 0.028
O 0.103 0.134 0.000
O 0.109 -0.258 0.111
C 0.011 0.001 -0.007
C -0.043 0.032 -0.023
C -0.056 0.006 0.066
C -0.111 -0.009 -0.057
C -0.024 -0.007 -0.011
C 0.030 0.190 -0.072
C -0.012 -0.014 -0.015
C -0.004 -0.150 0.042
C 0.029 0.033 -0.021
C -0.003 0.058 -0.081
C -0.074 0.272 0.138
C 0.004 0.000 -0.003
C -0.036 -0.107 0.001
C 0.102 -0.049 0.010
C 0.180 0.081 0.143
C 0.017 0.048 -0.023
C 0.123 0.027 0.024
C -0.010 -0.004 -0.008
C 0.015 -0.028 0.042
C -0.023 -0.014 0.006
C 0.027 0.012 -0.019
C 0.014 -0.005 0.009
C -0.019 -0.044 0.031
C 0.030 0.028 0.055
C -0.039 0.032 0.005
C 0.009 0.024 -0.015
H 0.012 0.019 -0.008
H 0.018 -0.049 0.018
H 0.002 -0.003 0.001
H 0.002 0.002 -0.012
H -0.003 -0.007 -0.016
H 0.122 -0.052 -0.044
H -0.074 0.013 -0.022
H 0.011 0.031 -0.004
H 0.003 0.003 0.001
H 0.006 0.003 0.001
H 0.010 0.001 0.002
H 0.032 0.023 0.013
H -0.012 0.007 0.009
H 0.029 0.105 -0.043
H -0.002 -0.013 -0.007
H -0.009 0.005 0.010
H -0.116 -0.031 -0.055
H 0.006 -0.005 0.000
H 0.013 -0.001 0.000
H -0.006 0.000 -0.006
H -0.013 -0.001 0.054
H -0.011 0.015 0.000
H -0.008 0.011 0.004
H 0.006 -0.019 0.014
H 0.014 0.017 -0.011
H 0.010 -0.036 0.005
H -0.008 0.002 0.002
H 0.000 -0.012 0.004
H 0.019 -0.026 0.002
H -0.036 0.007 0.004

As for the total charge: -1. The LUMO energy comes out at 2.656 eV.

Per-atom Löwdin charges, elementary charge units: Pt 0.6503; Se 0.2879; Cl 0.5660; Cl 0.5629; P 0.9685; Si 0.0930; O -0.0195; O -0.2469; C -0.0994; C -0.0658; C -0.3338; C -0.7884; C -0.9955; C -0.0467; C -0.0840; C -0.1286; C -0.2127; C -0.3152; C -0.3007; C -0.0897; C -0.0782; C -0.2593; C -0.4135; C -0.0965; C -0.2959; C -0.2487; C -0.0872; C -0.0587; C -0.2324; C -0.0322; C -0.0940; C -0.0463; C -0.2563; C -0.0929; H 0.0123; H 0.1023; H 0.0954; H 0.0163; H 0.0554; H 0.0593; H 0.0980; H 0.0777; H 0.1111; H 0.1039; H 0.0964; H 0.0715; H 0.0716; H 0.0790; H 0.1058; H 0.0189; H -0.0043; H 0.0977; H 0.0210; H 0.1036; H -0.0002; H 0.0351; H 0.0994; H 0.0056; H 0.0688; H 0.0072; H 0.0938; H 0.0758; H 0.0970; H 0.0149

---

Number 1: gap between HOMO and LUMO 4.46 eV. Number 2: gap between HOMO and LUMO 6.93 eV.